The following is a DFT calculation (ωB97M-V with the def2-TZVPD basis set) of a 4-piece molecular cluster, C17H37N2O5P overall at a distorted geometry.

Calculated values
* energy above the lowest of the compared OMol25 structures with the same formula, charge and spin: 6.8807 eV
* gap between HOMO and LUMO: 7.68 eV
* largest force on an atom: 9.2 eV/Å
* calculated total energy: -1496.4075 Ha

```
! RIJCOSX wB97M-V def2-TZVPD def2/J DEFGRID3
* xyz 0 1
C -4.016 2.981 1.642
C -3.245 1.992 2.708
N -2.510 0.830 2.078
P -1.527 1.342 0.658
C -0.475 -0.241 0.831
C 1.138 0.001 0.969
C 1.646 0.512 2.443
O 0.879 1.209 3.321
N 3.107 0.176 2.804
C 4.047 0.514 1.669
C 4.450 -0.519 0.425
C 5.479 -0.114 -0.804
C 6.220 1.373 -0.866
C 5.874 2.401 0.390
C 4.815 1.996 1.612
C -0.647 1.926 -0.933
C -0.674 0.857 -2.176
C 0.767 0.061 -2.410
O -1.788 -0.103 -2.152
H -4.518 2.315 0.798
H -3.263 3.724 1.135
H -4.876 3.628 2.110
H -2.572 2.606 3.478
H -4.104 1.512 3.384
H -3.244 0.151 1.751
H -1.236 2.598 1.362
H -2.759 1.231 -0.129
H -0.638 -1.046 -0.008
H -0.821 -0.765 1.846
H 1.610 0.715 0.171
H 1.652 -1.063 0.796
H 3.196 -0.869 2.951
H 3.988 -1.613 0.365
H 5.761 -0.847 -1.701
H 6.952 1.686 -1.753
H 6.430 3.450 0.360
H 4.643 2.842 2.430
H -1.248 2.886 -1.311
H 0.452 2.335 -0.715
H -0.824 1.507 -3.166
H 0.809 -0.295 -3.524
H 1.701 0.673 -2.051
H 0.722 -0.918 -1.738
H -1.656 -0.783 -2.901
C -2.167 -3.678 0.321
O -2.826 -2.429 0.420
H -2.497 -4.320 1.141
H -2.421 -4.150 -0.632
H -1.087 -3.528 0.389
H -2.514 -1.881 -0.321
C 3.145 -2.658 -4.431
O 2.865 -2.256 -3.103
H 3.379 -1.774 -5.029
H 4.002 -3.335 -4.435
H 2.270 -3.159 -4.853
H 2.660 -3.060 -2.598
C -5.935 -1.143 1.484
O -5.747 -0.721 0.145
H -6.926 -0.830 1.819
H -5.862 -2.232 1.536
H -5.175 -0.685 2.121
H -4.860 -1.013 -0.125
*
```

***

The following is a DFT calculation (ωB97M-V with the def2-TZVPD basis set) of a 2-piece molecular cluster, C17H37N2O7 overall at a distorted geometry.

Calculated values
* gap between HOMO and LUMO: 8.42 eV
* largest force on an atom: 4.2 eV/Å
* calculated total energy: -1305.7235 Ha

```
! RIJCOSX wB97M-V def2-TZVPD def2/J DEFGRID3
* xyz 1 1
C 1.280 1.947 1.707
C 1.736 2.388 0.233
N 0.631 2.670 -0.720
C -0.329 1.548 -0.864
C -1.517 1.819 -1.907
C -2.447 0.538 -2.151
O -1.980 -0.409 -2.802
O -3.773 0.549 -1.626
C -3.716 0.231 -0.210
O -4.935 0.680 0.380
C -4.882 2.081 0.725
C -5.405 3.025 -0.458
C -4.385 4.243 -0.781
O -6.689 3.599 -0.048
C -0.018 3.963 -0.485
C -0.419 4.923 -1.721
O -0.270 4.442 0.653
H 1.461 0.822 1.866
H 0.144 2.094 1.813
H 1.791 2.507 2.552
H 2.352 1.524 -0.203
H 2.452 3.267 0.354
H -0.814 1.192 0.102
H 0.273 0.650 -1.291
H -1.092 2.181 -2.895
H -2.202 2.614 -1.440
H -2.818 0.666 0.340
H -3.667 -0.901 -0.118
H -3.830 2.440 1.029
H -5.548 2.285 1.640
H -5.561 2.386 -1.403
H -3.531 4.285 -0.018
H -4.931 5.238 -0.808
H -3.969 4.037 -1.830
H -7.084 4.039 -0.833
H -0.193 4.455 -2.732
H 0.029 5.964 -1.609
H -1.565 5.031 -1.673
C 1.325 -1.818 -1.243
O 2.315 -1.139 -0.490
C 2.609 -1.678 0.788
C 3.725 -2.712 0.716
N 3.287 -4.003 0.082
C 2.262 -4.840 0.800
C 2.777 -5.404 2.121
O 3.699 -6.458 1.919
C 5.059 -6.082 1.764
H 0.758 -1.077 -1.805
H 1.812 -2.478 -1.967
H 0.634 -2.392 -0.618
H 1.706 -2.046 1.287
H 2.974 -0.842 1.391
H 4.121 -2.946 1.706
H 4.542 -2.346 0.089
H 4.110 -4.587 -0.092
H 2.942 -3.791 -0.860
H 2.017 -5.650 0.112
H 1.376 -4.219 0.948
H 1.921 -5.847 2.639
H 3.181 -4.639 2.792
H 5.281 -5.110 2.214
H 5.309 -6.069 0.698
H 5.680 -6.842 2.241
*
```

***

The following is a DFT calculation (ωB97M-V with the def2-TZVPD basis set) of C17H37N2OPRbS4Sb3 as an isolated structure.

Calculated values
* energy above the lowest of the compared OMol25 structures with the same formula, charge and spin: 0.2097 eV
* gap between HOMO and LUMO: 5.03 eV
* largest force on an atom: 0.2 eV/Å
* calculated total energy: -3533.8188 Ha

```
! RIJCOSX wB97M-V def2-TZVPD def2/J DEFGRID3
* xyz -2 1
Rb 2.262 0.569 -0.997
C -3.186 3.323 0.105
Sb -2.654 2.057 -1.528
C -4.768 1.821 -2.101
C -2.474 3.640 -3.028
C -2.644 3.168 -4.430
C -3.835 3.440 -5.112
C -4.042 3.050 -6.426
C -3.035 2.378 -7.104
C -1.854 2.086 -6.441
C -1.643 2.444 -5.107
C -0.389 2.029 -4.423
Sb -0.379 -0.025 -3.647
C -2.364 -0.634 -4.178
C 0.404 -0.829 -5.516
H -3.645 4.236 -0.283
H -2.327 3.577 0.723
H -3.916 2.792 0.719
H -5.297 2.774 -2.012
H -5.263 1.091 -1.455
H -4.840 1.473 -3.134
H -1.490 4.065 -2.835
H -3.230 4.388 -2.784
H -4.614 3.982 -4.587
H -4.979 3.282 -6.918
H -3.168 2.080 -8.138
H -1.064 1.556 -6.962
H -0.135 2.656 -3.569
H 0.451 2.040 -5.122
H -2.646 -0.206 -5.141
H -3.068 -0.320 -3.412
H -2.370 -1.723 -4.234
H -0.235 -0.564 -6.359
H 0.468 -1.916 -5.448
H 1.406 -0.433 -5.689
N -2.012 -1.691 -0.881
C -1.864 -2.970 -0.196
C -0.433 -3.138 0.296
N 0.508 -2.958 -0.815
H -1.665 -0.926 -0.294
H -2.983 -1.491 -1.087
H -2.093 -3.776 -0.903
H -2.531 -3.088 0.671
H -0.322 -4.149 0.702
H -0.263 -2.418 1.106
H 1.453 -2.866 -0.451
H 0.290 -2.048 -1.216
S -0.451 3.906 2.818
Sb 0.618 2.539 1.322
S 0.403 3.240 -0.932
S -0.231 0.342 1.277
S 2.918 2.307 1.688
C 2.606 -1.424 2.489
P 4.139 -1.560 1.589
C 4.818 -3.184 2.047
C 5.279 -0.379 2.322
O 4.016 -1.436 0.102
H 2.759 -1.565 3.560
H 1.895 -2.167 2.119
H 2.162 -0.438 2.307
H 4.908 -3.279 3.130
H 5.801 -3.299 1.588
H 4.157 -3.967 1.672
H 5.413 -0.575 3.387
H 4.846 0.616 2.190
H 6.237 -0.448 1.805
*
```

***

The following is a DFT calculation (ωB97M-V with the def2-TZVPD basis set) of a 3-piece molecular cluster, C17H38BF3NO10PS3 overall at a distorted geometry.

Calculated values
* gap between HOMO and LUMO: 8.93 eV
* largest force on an atom: 2.2 eV/Å
* calculated total energy: -3338.1094 Ha

```
! RIJCOSX wB97M-V def2-TZVPD def2/J DEFGRID3
* xyz 0 1
C 2.734 -1.691 0.887
C 2.562 -0.194 0.623
C 1.102 0.280 0.592
O 0.209 -0.712 0.107
P -0.640 -0.385 -1.337
C -1.640 0.970 -0.663
C -3.156 0.716 -0.555
O -3.829 1.291 -1.656
N -1.354 -1.924 -1.386
C -1.848 -2.504 -0.117
C -3.015 -3.452 -0.402
B 1.018 -0.230 -2.380
O 1.433 1.025 -2.775
O 1.680 -1.400 -2.523
C 2.592 -1.583 -3.604
S -1.481 -0.057 -3.496
O -0.386 -0.625 -4.310
O -1.850 1.313 -3.821
C -2.928 -1.160 -4.001
F -3.429 -0.668 -5.129
F -2.523 -2.404 -4.237
F -3.899 -1.202 -3.092
H 3.779 -1.951 0.746
H 2.444 -1.955 1.909
H 2.151 -2.278 0.173
H 3.017 0.020 -0.352
H 3.096 0.379 1.384
H 0.795 0.530 1.618
H 1.021 1.220 0.030
H -1.289 1.209 0.343
H -1.527 1.886 -1.254
H -3.393 -0.350 -0.461
H -3.510 1.186 0.363
H -4.774 1.239 -1.480
H -0.618 -2.538 -1.729
H -1.047 -3.061 0.379
H -2.196 -1.717 0.550
H -2.802 -4.083 -1.265
H -3.925 -2.876 -0.597
H -3.210 -4.062 0.483
H 1.349 1.177 -3.723
H 3.618 -1.465 -3.248
H 2.463 -2.603 -3.971
H 2.381 -0.899 -4.426
O -5.888 2.293 0.499
S -5.535 2.888 1.766
O -4.180 3.296 2.031
C -6.661 4.239 2.099
C -7.825 3.581 2.833
C -7.195 2.603 3.835
C -6.118 1.809 3.084
H -6.935 4.706 1.157
H -6.133 4.949 2.734
H -8.450 4.323 3.327
H -8.450 3.036 2.122
H -6.738 3.164 4.652
H -7.937 1.936 4.270
H -5.269 1.549 3.711
H -6.522 0.915 2.613
O 5.626 -1.050 1.313
S 6.784 -0.383 1.859
O 6.656 0.459 3.019
C 8.075 -1.597 2.117
C 8.832 -1.626 0.794
C 8.982 -0.160 0.362
C 7.613 0.510 0.534
H 7.615 -2.544 2.390
H 8.701 -1.235 2.932
H 9.797 -2.119 0.900
H 8.254 -2.176 0.049
H 9.718 0.334 0.998
H 9.330 -0.076 -0.667
H 7.682 1.555 0.821
H 6.993 0.411 -0.355
*
```